# 1
12
Properties=species:S:1:pos:R:3:forces:R:3:lowdin_charge:R:1 method="wB97M-V/def2-TZVPD" homo_lumo_gap_ev=10.59 e_homo_ha=-0.375 lumo_energy_ev=0.38 smiles="N[C@@H](O)S(=O)(=O)O"
N -0.35680 -1.67721 -0.36880 4.0996 2.3064 0.7448 0.088
C 0.58641 -0.58130 0.12817 -3.2125 -0.0711 -1.6962 -0.443
O 1.36555 -0.02584 -0.86335 1.6907 0.8461 -1.0465 -0.061
S -0.43077 0.88839 0.68911 1.6822 0.9632 0.3961 0.672
O -1.44342 0.59167 1.64879 0.4431 0.0233 0.2742 -0.272
O 0.56728 1.97648 0.85404 -2.1298 -1.7611 -0.2077 -0.322
O -1.25988 1.11412 -0.65740 1.3759 0.9536 -0.9006 -0.174
H -1.08786 -1.22088 -0.84434 -1.4862 -0.1744 -0.2567 0.044
H -0.49678 -2.33284 0.37983 -0.7712 0.0995 -0.1153 0.079
H 1.09594 -0.95923 0.93428 1.4052 -0.7268 2.0732 0.104
H 2.05247 0.69810 -0.62497 -2.0496 -1.9588 0.2799 0.165
H -0.59213 1.52854 -1.27537 -1.0475 -0.4999 0.4549 0.120

# 2
91
Properties=species:S:1:pos:R:3:forces:R:3:lowdin_charge:R:1 method="wB97M-V/def2-TZVPD" homo_lumo_gap_ev="5.99 / 4.41" charge=+2 spin_multiplicity=5 e_homo_ha="-0.480 / -0.480" lumo_energy_ev="-7.07 / -8.65"
N -0.13874 2.65827 -5.97552 0.0151 0.0473 0.0931 0.086
C 0.80093 1.90422 -5.40179 -0.3100 -0.3245 0.3820 -0.104
C 0.53493 1.06647 -4.30484 -0.8077 0.2385 -0.2053 -0.006
C -0.77997 1.00715 -3.79249 0.5203 1.1754 -0.6983 -0.234
C -1.75562 1.83874 -4.38867 0.4989 0.0349 -0.4605 -0.031
C -1.38282 2.64115 -5.48476 0.2041 -0.6033 0.6690 -0.100
C -1.08520 -0.01246 -2.77320 -1.6752 -0.7973 -1.8757 -0.169
Fe -1.82966 0.12493 -1.01123 0.3381 -0.2142 2.1052 0.572
P -2.55464 -1.00592 1.31384 -1.1751 -1.2042 4.0347 1.008
C -2.49516 -0.45720 -2.69565 1.1764 -1.6417 -3.5912 -0.174
C -2.91023 -1.88246 -2.81572 0.2006 0.7871 0.4606 -0.226
C -4.28622 -2.17493 -2.89585 0.0711 -0.1371 0.4130 -0.020
C -4.75721 -3.42668 -2.52095 0.2772 0.0786 -0.1006 -0.080
C -3.84570 -4.40836 -2.06943 0.5639 1.5305 -0.5641 -0.723
C -2.45808 -4.16171 -2.15297 -0.1275 -0.0413 -0.3866 -0.102
C -1.99555 -2.93379 -2.61439 -0.1833 0.0244 0.5224 -0.010
Br -4.46488 -5.97445 -1.36545 -0.3008 -0.8386 0.3332 0.905
H -0.27634 -0.74743 -2.68171 -0.3221 -0.0462 0.1744 0.113
H -3.29706 0.24587 -2.99360 0.6146 -0.1492 0.1929 0.136
H 1.31106 0.43442 -3.88704 0.0167 0.1072 -0.0436 0.109
H -2.80669 1.84656 -4.08808 0.3941 0.0001 -0.0373 0.107
H 1.81153 1.93532 -5.82930 -0.4921 0.0773 0.1310 0.127
H -2.13347 3.25907 -5.98772 0.3484 -0.1671 0.1473 0.123
H -4.96498 -1.37872 -3.20905 0.0067 -0.2847 0.2303 0.135
H -0.93406 -2.74496 -2.77738 -0.1916 -0.2197 0.3323 0.123
H -5.82720 -3.62370 -2.53019 0.2497 -0.0948 -0.0337 0.122
H -1.74696 -4.92966 -1.84914 -0.2436 0.0866 -0.2305 0.122
P -1.46791 2.30728 -0.43160 0.4462 3.2923 1.2378 0.985
C -2.78593 -2.85537 1.25530 0.1710 0.1893 -0.4040 -0.381
C -4.01804 -3.41776 1.95655 -0.1392 -0.1305 0.2368 -0.134
H -1.88321 -3.26620 1.73271 -0.1777 0.1917 -0.1169 0.086
H -2.75603 -3.16870 0.20151 0.0403 -0.0787 0.1872 0.054
H -3.88724 -4.49756 2.10784 -0.0599 0.2704 -0.0501 0.084
H -4.15939 -2.95917 2.94250 0.0068 -0.0953 -0.1992 0.081
H -4.93801 -3.28537 1.37974 0.1692 0.0096 0.1121 0.055
C -3.71150 -0.42439 0.01206 0.6447 -0.0084 -1.7113 -0.484
C -5.24009 -0.64587 0.13392 0.2267 0.0584 0.3280 -0.056
H -3.42428 -1.03999 -0.86426 -0.8066 0.1663 -0.0012 0.027
H -3.51227 0.65808 -0.23188 -0.7194 -0.3271 0.4479 0.021
H -5.71214 -0.18644 -0.74835 0.1317 -0.0918 0.3404 0.090
H -5.46923 -1.72252 0.10402 0.1024 0.5176 0.1532 0.069
H -5.64558 -0.18264 1.04756 0.1562 -0.2664 -0.3377 0.100
C -0.69332 -0.97138 1.14726 -0.1076 0.4696 -1.7328 -0.471
C -0.01567 -0.99806 2.52854 -0.1976 0.1713 0.1849 -0.111
H -0.44038 -0.03671 0.58103 0.5324 -0.5109 0.6614 -0.003
H -0.36205 -1.83967 0.55688 -0.0064 0.3375 0.0041 0.079
H 1.05378 -0.74962 2.44989 -0.3358 -0.0843 -0.1500 0.086
H -0.48849 -0.28712 3.22104 0.1449 -0.2246 -0.2253 0.079
H -0.09418 -2.00632 2.96017 -0.0443 0.3225 -0.1125 0.087
C -0.29263 2.56390 0.98268 0.1092 -0.6955 -0.0040 -0.352
C -0.22468 3.97396 1.58081 -0.1252 0.2202 0.0021 -0.103
H 0.70175 2.25943 0.61158 -0.2230 -0.0054 0.1594 0.063
H -0.59095 1.83385 1.75353 0.1349 0.2338 -0.1015 0.074
H 0.11626 4.73049 0.86179 -0.0583 -0.2823 0.1104 0.082
H -1.18172 4.31087 2.00009 0.2602 -0.1467 -0.0882 0.074
H 0.49673 3.96575 2.40697 -0.1295 -0.0350 -0.2173 0.094
C -3.02806 3.04193 0.23960 0.1043 -0.5005 0.2213 -0.375
C -4.16254 3.20958 -0.76165 -0.2411 0.2378 -0.0944 -0.122
H -2.71800 4.01902 0.63881 -0.1835 -0.3359 -0.0980 0.086
H -3.33998 2.41237 1.08814 0.0321 0.2656 -0.0595 0.092
H -3.85640 3.83929 -1.60744 -0.1582 -0.1353 0.2010 0.080
H -4.54313 2.25858 -1.16488 0.1193 0.1637 0.0857 0.058
H -5.00364 3.70128 -0.25103 0.2031 -0.1359 -0.3022 0.097
C -0.96167 3.64662 -1.57830 -0.4297 -0.2532 -0.6235 -0.354
C 0.51744 3.63376 -1.94944 0.4844 -0.0112 -0.2745 -0.105
H -1.24059 4.60462 -1.11278 -0.0981 -0.4523 0.0638 0.101
H -1.58211 3.53177 -2.48039 0.1508 0.2298 0.2808 0.062
H 0.63052 3.37252 -3.00710 0.0777 0.1119 0.2878 0.060
H 0.94836 4.63416 -1.80659 -0.0553 -0.3529 -0.0120 0.097
H 1.11151 2.91578 -1.36652 -0.0279 0.2665 -0.1830 0.047
C 5.46296 2.31290 -0.01458 0.1838 0.7508 -0.0577 -0.037
N 4.97879 0.98897 0.26783 -1.0532 0.0315 -0.2519 -0.102
C 5.93150 -0.07718 0.46742 0.0640 -0.2330 -0.1742 -0.151
C 5.25787 -1.18164 1.24995 0.3694 -0.2052 0.5361 -0.151
C 4.04494 -1.68822 0.51807 0.1169 -0.6448 -0.2686 -0.174
N 3.31798 -0.60396 -0.09268 -0.3089 0.6492 -0.2354 -0.089
C 2.04147 -0.89605 -0.67205 -0.3781 0.1523 0.0059 -0.059
C 3.67532 0.72573 -0.07729 0.5948 0.2337 0.2972 -0.457
O 2.86347 1.62271 -0.37290 0.3139 -0.7704 0.0060 0.008
H 5.58008 2.49421 -1.09502 -0.0093 -0.0620 0.2528 0.103
H 6.43668 2.44316 0.46765 -0.2256 0.0267 -0.0661 0.095
H 4.75680 3.04984 0.37898 0.2343 -0.0762 -0.0976 0.091
H 6.29813 -0.47749 -0.49311 0.0237 0.1401 0.1406 0.140
H 6.78227 0.33928 1.01506 -0.1126 -0.1706 -0.0992 0.131
H 4.95926 -0.80993 2.23651 0.1266 0.0430 -0.1172 0.127
H 5.95813 -2.00676 1.40224 -0.0963 0.0686 0.0636 0.127
H 3.37962 -2.22820 1.20900 0.1283 0.0804 -0.0869 0.124
H 4.33276 -2.40140 -0.27014 0.0212 0.0697 0.1747 0.133
H 1.98995 -0.55366 -1.71343 0.0388 -0.1307 0.0543 0.083
H 1.85168 -1.97501 -0.62226 0.0738 0.2195 -0.0329 0.102
H 1.26770 -0.35612 -0.11745 0.1038 -0.1623 -0.2449 0.044

# 3
84
Properties=species:S:1:pos:R:3:forces:R:3:lowdin_charge:R:1 method="wB97M-V/def2-TZVPD" homo_lumo_gap_ev=10.10 e_homo_ha=-0.360 lumo_energy_ev=0.31
C 4.03028 0.73347 -0.84228 -0.0046 -0.0473 -0.1110 -0.106
O 4.15480 2.13364 -0.97286 0.0024 0.0077 0.0922 -0.185
C 3.18641 2.80263 -1.76354 -0.0283 -0.0563 -0.0605 -0.215
C 2.16009 3.57306 -0.91914 0.0312 0.0259 0.0253 -0.168
C 0.74112 3.00670 -0.89703 -0.0129 0.0461 0.0446 -0.214
C 0.63498 1.58193 -0.32044 0.0008 0.0105 0.1181 -0.190
C 0.36907 0.46009 -1.32549 -0.1070 -0.0240 -0.0090 -0.186
C -1.07303 0.33133 -1.79596 -0.0492 -0.0011 0.0575 -0.229
O -1.63081 1.57474 -2.27044 0.0988 0.0684 -0.0878 -0.350
S -2.61549 2.33305 -1.22219 -0.0180 -0.0846 0.1448 0.857
O -3.91337 1.71687 -1.32249 0.0669 0.0787 -0.0778 -0.381
O -2.69926 3.68023 -2.11871 -0.0692 0.0178 0.0082 -0.240
H 3.08724 0.36514 -1.25357 0.0295 0.0038 0.0363 0.062
H 4.07874 0.46188 0.21419 0.0003 -0.0031 0.0049 0.088
H 4.84613 0.23044 -1.36915 0.0155 0.0173 0.0206 0.087
H 2.68909 2.08766 -2.42866 -0.0010 0.0365 -0.0162 0.112
H 3.73603 3.49992 -2.39835 0.0147 -0.0041 0.0055 0.118
H 2.55374 3.61196 0.10009 0.0186 0.0214 -0.0109 0.119
H 2.11599 4.60620 -1.27210 -0.0117 0.0093 0.0041 0.107
H 0.31655 3.03954 -1.90284 0.0498 -0.0357 -0.0261 0.102
H 0.13559 3.68381 -0.28428 -0.0323 -0.0239 -0.0383 0.101
H 1.56542 1.35821 0.20932 -0.0341 -0.0107 0.0008 0.100
H -0.14621 1.54760 0.44510 -0.0185 0.0093 -0.0081 0.103
H 1.03184 0.54280 -2.19030 -0.0388 0.0804 -0.0124 0.105
H 0.59667 -0.49332 -0.84366 0.0924 -0.0325 -0.0870 0.096
H -1.14136 -0.34952 -2.64278 -0.0096 -0.0594 0.0352 0.125
H -1.70638 -0.07481 -1.00080 0.0116 0.0511 0.0265 0.115
H -2.04299 4.31251 -1.78875 -0.0084 -0.0694 -0.0399 0.062
C -2.00316 -5.67340 -2.46555 -0.0046 0.0588 0.0011 -0.050
C -0.81909 -6.30455 -1.77235 -0.0233 -0.0165 -0.0496 -0.175
O -0.00652 -5.28569 -1.12307 0.0057 0.0001 0.0194 0.036
C -0.45423 -4.83659 0.03232 0.0389 0.0547 0.0390 -0.411
O -1.42745 -5.18259 0.63375 0.0068 -0.0111 -0.0142 0.172
C 0.50465 -3.74661 0.57220 -0.0696 -0.0523 0.0107 -0.540
F 0.77670 -2.82932 -0.36705 0.0123 -0.0297 0.0065 0.152
F 1.66120 -4.29250 0.96550 -0.0121 0.0134 -0.0096 0.170
F -0.04052 -3.12148 1.61328 0.0402 0.0028 -0.0093 0.164
H -1.66643 -4.92667 -3.18452 -0.0094 -0.0152 -0.0168 0.088
H -2.55939 -6.43975 -3.00260 -0.0027 -0.0002 0.0084 0.064
H -2.67491 -5.20460 -1.74782 0.0108 -0.0077 0.0073 0.081
H -0.13826 -6.77019 -2.47935 -0.0075 0.0028 -0.0027 0.123
H -1.12284 -7.03230 -1.02166 -0.0015 0.0187 0.0122 0.128
C -0.19188 -0.88305 5.15781 -0.0884 0.0448 0.0279 -0.056
C 0.40549 0.09879 4.17894 0.1532 -0.0809 -0.0811 -0.185
O -0.42811 1.27528 4.01625 -0.0762 -0.0276 0.0178 0.031
C -0.35496 2.17912 4.97497 0.0060 0.0996 -0.0435 -0.408
O 0.32680 2.15803 5.95604 -0.0044 -0.0192 -0.0013 0.173
C -1.27633 3.37385 4.62823 0.0380 -0.0229 -0.0037 -0.543
F -2.50207 2.97426 4.28889 0.0112 -0.0058 0.0029 0.176
F -0.75718 4.05489 3.58848 -0.0098 -0.0177 0.0123 0.149
F -1.37047 4.20645 5.65862 0.0001 0.0013 -0.0049 0.172
H -1.19594 -1.17150 4.84730 0.0078 -0.0132 -0.0024 0.087
H 0.42799 -1.77919 5.18961 0.0026 -0.0020 -0.0108 0.085
H -0.23515 -0.46090 6.16045 0.0081 -0.0039 -0.0036 0.079
H 0.46009 -0.32019 3.17682 -0.0100 0.0122 -0.0020 0.117
H 1.39951 0.42275 4.48563 -0.0220 0.0228 0.0241 0.127
C -0.59095 -7.68651 -8.99430 -0.0109 -0.0014 -0.0195 -0.058
C -1.89736 -7.17189 -8.43843 -0.0239 0.0120 0.0196 -0.181
O -2.35856 -8.00463 -7.33906 0.0417 -0.0304 -0.0140 0.036
C -1.79840 -7.78050 -6.16731 -0.0904 0.0242 0.0835 -0.407
O -0.97385 -6.95865 -5.89074 0.0165 -0.0178 -0.0192 0.161
C -2.40812 -8.72535 -5.10250 0.0523 0.0769 -0.0428 -0.549
F -2.41551 -9.99511 -5.50786 0.0031 0.0074 -0.0112 0.176
F -3.66952 -8.35812 -4.83733 0.0194 -0.0153 -0.0064 0.166
F -1.70570 -8.64501 -3.97358 -0.0108 -0.0781 0.0260 0.160
H -0.69248 -8.72199 -9.31777 0.0049 0.0006 0.0019 0.085
H -0.30853 -7.08373 -9.85800 0.0094 -0.0057 0.0027 0.085
H 0.20477 -7.61687 -8.25465 -0.0020 0.0023 0.0019 0.079
H -2.70238 -7.23543 -9.16548 0.0031 0.0025 0.0011 0.126
H -1.81207 -6.14818 -8.07754 0.0079 -0.0060 0.0000 0.125
C -0.53541 7.49818 4.54074 0.0104 0.0070 -0.0156 -0.054
C 0.73463 6.90279 5.10163 -0.0055 -0.0652 0.0135 -0.187
O 1.62124 7.93661 5.60519 -0.0245 0.0324 -0.0088 0.033
C 1.32966 8.41789 6.80049 0.0781 0.0002 0.0485 -0.407
O 0.43595 8.09115 7.52338 -0.0194 0.0131 -0.0239 0.172
C 2.37192 9.49227 7.19510 -0.0140 -0.0205 -0.0053 -0.549
F 2.52642 10.39953 6.22427 -0.0097 -0.0050 -0.0026 0.165
F 3.56145 8.91519 7.41787 -0.0185 0.0055 -0.0094 0.164
F 1.99720 10.12152 8.30204 0.0015 -0.0102 -0.0031 0.174
H -0.30760 8.22251 3.75872 -0.0031 0.0005 0.0014 0.085
H -1.14052 6.70138 4.10815 -0.0052 0.0170 -0.0009 0.069
H -1.11759 7.98438 5.32166 0.0021 -0.0034 0.0029 0.082
H 1.32363 6.40834 4.33319 -0.0055 -0.0007 0.0020 0.126
H 0.52929 6.20020 5.90807 0.0037 0.0200 0.0039 0.119

# 4
19
Properties=species:S:1:pos:R:3:forces:R:3:lowdin_charge:R:1 method="wB97M-V/def2-TZVPD" homo_lumo_gap_ev=6.51 charge=+1 e_homo_ha=-0.522 lumo_energy_ev=-7.71
C 0.12989 -1.32193 -0.55004 -2.5582 3.5242 -0.4748 -0.113
N 0.03503 -0.82959 -1.87223 0.5175 -1.2624 4.3169 0.226
C 0.06006 -0.11635 0.70573 -1.7813 0.5073 -2.0506 -0.011
N 2.65403 0.23162 -1.45843 -2.3836 -1.1993 0.1669 0.074
C -1.56863 1.16594 2.27502 2.9134 1.9623 -2.0737 -0.077
C -1.09877 -0.02993 1.43362 0.9527 -2.5520 0.7787 -0.137
H -0.49989 -2.09687 -0.10535 0.6170 -0.6872 -0.9655 0.125
H 1.26702 -1.16998 -0.75222 1.0611 0.2341 0.7948 0.165
H -0.46973 -1.51344 -2.39612 -0.7198 -0.8844 -1.0143 0.090
H -3.66733 3.00963 -0.49440 2.4963 -1.9977 0.4041 0.040
H 0.61452 0.71315 0.27126 0.2091 -0.0269 0.6200 0.084
H 1.92364 -0.27795 -2.03788 2.4171 1.3959 0.1524 0.021
H 3.63853 0.07248 -1.50471 0.2739 -0.6502 -0.5314 0.043
H 2.47801 1.21655 -1.42079 -0.2403 0.3613 -0.1044 0.037
H -1.72056 2.10885 1.62404 -0.1902 -1.6591 0.6402 0.076
H -2.46340 1.03193 2.89821 0.9382 -0.2328 0.0799 0.087
H -0.51064 1.47499 2.66717 -2.3665 -0.3983 0.7409 0.126
H -2.99229 2.46905 -0.38554 -2.5034 1.9958 -0.4283 -0.001
H -1.55660 -1.03901 1.76494 0.3469 1.5694 -1.0518 0.145

What did the fourth record say?
19
Properties=species:S:1:pos:R:3:forces:R:3:lowdin_charge:R:1 method="wB97M-V/def2-TZVPD" homo_lumo_gap_ev=6.51 charge=+1 e_homo_ha=-0.522 lumo_energy_ev=-7.71
C 0.12989 -1.32193 -0.55004 -2.5582 3.5242 -0.4748 -0.113
N 0.03503 -0.82959 -1.87223 0.5175 -1.2624 4.3169 0.226
C 0.06006 -0.11635 0.70573 -1.7813 0.5073 -2.0506 -0.011
N 2.65403 0.23162 -1.45843 -2.3836 -1.1993 0.1669 0.074
C -1.56863 1.16594 2.27502 2.9134 1.9623 -2.0737 -0.077
C -1.09877 -0.02993 1.43362 0.9527 -2.5520 0.7787 -0.137
H -0.49989 -2.09687 -0.10535 0.6170 -0.6872 -0.9655 0.125
H 1.26702 -1.16998 -0.75222 1.0611 0.2341 0.7948 0.165
H -0.46973 -1.51344 -2.39612 -0.7198 -0.8844 -1.0143 0.090
H -3.66733 3.00963 -0.49440 2.4963 -1.9977 0.4041 0.040
H 0.61452 0.71315 0.27126 0.2091 -0.0269 0.6200 0.084
H 1.92364 -0.27795 -2.03788 2.4171 1.3959 0.1524 0.021
H 3.63853 0.07248 -1.50471 0.2739 -0.6502 -0.5314 0.043
H 2.47801 1.21655 -1.42079 -0.2403 0.3613 -0.1044 0.037
H -1.72056 2.10885 1.62404 -0.1902 -1.6591 0.6402 0.076
H -2.46340 1.03193 2.89821 0.9382 -0.2328 0.0799 0.087
H -0.51064 1.47499 2.66717 -2.3665 -0.3983 0.7409 0.126
H -2.99229 2.46905 -0.38554 -2.5034 1.9958 -0.4283 -0.001
H -1.55660 -1.03901 1.76494 0.3469 1.5694 -1.0518 0.145